(1)
{"formula": "C4H37N3O12", "method": "ωB97M-V/def2-TZVPD", "molar_mass_g_mol": 319.349, "homo_energy_ev": -16.33, "multiplicity": 1, "fmax_ha_per_bohr": 0.0378, "e_above_lowest_kj_mol": 0.0, "charge": 2, "species": ["C", "C", "C", "N", "C", "N", "N", "H", "H", "H", "H", "H", "H", "H", "H", "H", "H", "H", "H", "H", "H", "H", "O", "H", "H", "O", "H", "H", "O", "H", "H", "O", "H", "H", "O", "H", "H", "O", "H", "H", "O", "H", "H", "O", "H", "H", "O", "H", "H", "O", "H", "H", "O", "H", "H", "O"], "coordinates": [[2.25994, -0.67847, -0.38245], [0.81818, -1.01268, -0.78924], [-0.19790, -0.02361, -0.27541], [-2.92682, 0.78838, 0.20921], [-2.52471, 0.42567, -0.99128], [-1.34350, -0.07512, -1.20095], [2.26925, -0.69072, 1.11606], [2.85678, -1.49538, -0.77468], [2.59542, 0.29040, -0.74392], [0.78172, -1.20768, -1.86034], [0.58978, -2.03446, -0.48261], [0.12048, 0.99115, -0.06954], [-0.57805, -0.29807, 0.71533], [-3.63813, 1.48699, 0.33518], [-2.48713, 0.41722, 1.03212], [-3.26140, 0.24638, -1.75208], [-1.05715, -0.46410, -2.09330], [3.13652, -0.34277, 1.52038], [2.19764, -1.66395, 1.43170], [1.55280, -0.11624, 1.54644], [-2.37041, -1.81305, 1.27484], [-2.99371, -2.41327, 2.64744], [-2.39298, -1.78418, 2.24200], [0.06976, -3.30097, 2.57374], [-0.24345, -1.70148, 2.49074], [0.40146, -2.40909, 2.46717], [-1.38224, 2.96610, 1.89572], [-0.38817, 1.86200, 2.04116], [-0.77212, 2.44081, 1.35709], [-0.40992, -2.94261, -3.14478], [-1.24325, -1.96845, -4.02189], [-1.22542, -2.42284, -3.17286], [-2.26755, -2.48219, -1.34569], [-3.81879, -2.40715, -0.91473], [-2.91036, -2.19662, -0.68286], [0.40377, 0.52577, -4.57639], [0.89602, 1.19851, -3.32764], [0.50568, 0.36650, -3.62504], [3.45952, 1.76450, 3.16167], [2.11465, 1.90829, 2.64713], [2.66270, 1.21682, 3.05974], [3.52313, 3.05313, -0.80731], [4.51359, 2.09395, -0.03336], [3.87800, 2.16182, -0.74732], [-2.14719, 4.31531, -1.17377], [-0.94217, 3.44216, -0.66746], [-1.62161, 3.52650, -1.33858], [2.06605, -4.53392, -1.21648], [2.38427, -3.59167, -2.32146], [1.62625, -3.91580, -1.81483], [1.25600, 4.42025, 0.58698], [0.80675, 3.06095, 0.12154], [1.60296, 3.54679, 0.36303], [-0.56370, 0.83631, 4.19410], [-1.58156, -0.07147, 3.47211], [-0.76293, 0.42867, 3.33845]], "mulliken_charge": [-1.128, -0.643, 1.275, -0.072, -0.080, 0.392, 0.146, 0.437, 0.275, 0.466, 0.510, -0.459, -0.427, 0.257, 0.060, 0.499, 0.074, 0.459, 0.362, -0.151, 0.310, 0.252, -0.570, 0.307, 0.261, -0.655, 0.240, 0.112, -0.306, 0.300, 0.295, -0.626, 0.267, 0.301, -0.583, 0.271, 0.282, -0.521, 0.329, 0.312, -0.650, 0.278, 0.288, -0.598, 0.303, 0.289, -0.603, 0.307, 0.331, -0.609, 0.337, 0.150, -0.645, 0.279, 0.247, -0.537]}



(2)
{"formula": "C4H37NO14", "method": "ωB97M-V/def2-TZVPD", "molar_mass_g_mol": 323.333, "homo_energy_ev": -8.44, "multiplicity": 1, "fmax_ha_per_bohr": 0.1259, "e_above_lowest_kj_mol": 657.8, "charge": 0, "species": ["C", "N", "C", "C", "C", "O", "H", "H", "H", "H", "H", "H", "H", "H", "H", "H", "H", "H", "H", "O", "H", "H", "O", "H", "H", "O", "H", "H", "O", "H", "H", "O", "H", "H", "O", "H", "H", "O", "H", "H", "O", "H", "H", "O", "H", "H", "O", "H", "H", "O", "H", "H", "O", "H", "H", "O"], "coordinates": [[3.40238, -2.65494, -0.97296], [2.15329, -1.78787, -0.81940], [2.53888, -0.60344, -0.03423], [1.28421, 0.08896, 0.45182], [1.83395, 1.26875, 1.39879], [0.91482, 2.15223, 1.98584], [4.21411, -2.07263, -1.56612], [3.71698, -3.07151, -0.04479], [3.10819, -3.45986, -1.68640], [1.47578, -2.46549, -0.50036], [3.29910, -0.71610, 0.69734], [3.07112, -0.09431, -0.78668], [0.48601, 0.34148, -0.18101], [0.63628, -0.54669, 1.08382], [2.55686, 1.90673, 0.87773], [2.29052, 0.67087, 2.20474], [0.99291, 1.84607, 2.94631], [-2.60626, 2.06323, -4.71597], [-3.78995, 1.61976, -3.88585], [-2.80753, 1.50228, -3.92861], [-1.13100, 0.01596, -3.86906], [-0.37302, -0.61324, -4.85114], [-0.50621, -0.72658, -3.90397], [2.64637, -0.68493, 4.19639], [3.29664, -1.81623, 3.66663], [3.17580, -0.89536, 3.34150], [-4.84760, 3.11932, 0.33575], [-4.39799, 1.77891, -0.36992], [-4.78016, 2.02878, 0.43296], [-2.77047, 1.58502, -1.78067], [-3.17016, 0.10086, -1.89513], [-3.28807, 0.89399, -1.42486], [0.67936, 0.53787, -3.00045], [1.64876, 1.34086, -2.12739], [0.77896, 1.25297, -2.43196], [-1.40995, 3.79348, -1.71543], [-1.55969, 3.45515, -0.05854], [-1.61118, 3.11467, -1.03091], [-0.16409, -1.89751, -2.73555], [-0.67024, -1.96808, -1.22150], [-0.71330, -2.43297, -2.02846], [0.30501, -2.35114, 3.47323], [1.59583, -2.73567, 2.54738], [1.18582, -2.74903, 3.49600], [-1.20661, -0.03829, 2.67965], [-0.70442, 0.02333, 4.03267], [-0.88835, -0.62508, 3.31650], [-0.25121, -4.55915, 0.78519], [0.28520, -5.49062, -0.37597], [0.25075, -4.64362, 0.06309], [-2.77276, 1.71682, 2.15230], [-2.41359, 1.28321, 0.95941], [-1.99501, 1.39342, 1.89672], [-1.62169, 3.79248, 2.16435], [-0.36020, 3.11658, 1.38745], [-1.01316, 3.89631, 1.36975]], "mulliken_charge": [-1.066, -0.079, -1.601, 0.409, -0.800, -0.537, 0.274, 0.366, 0.351, 0.195, 0.498, 0.456, 0.754, 0.118, 0.242, 0.190, 0.323, 0.269, 0.304, -0.630, 0.248, 0.298, -0.616, 0.310, 0.291, -0.646, 0.339, 0.386, -0.638, 0.413, 0.282, -0.721, 0.358, 0.244, -0.560, 0.210, 0.417, -0.610, 0.404, 0.236, -0.649, 0.310, 0.336, -0.667, 0.286, 0.283, -0.510, 0.262, 0.257, -0.511, 0.306, 0.305, -0.701, 0.298, 0.467, -0.754]}